Entry 1:
Here is a cluster of 5 separate species, CH11O5 in total at a distorted geometry from the Open Molecules 2025 dataset. Energies are from the ωB97M-V functional and the def2-TZVPD basis.

XYZ file:
```
17
Properties=species:S:1:pos:R:3:lowdin_charge:R:1
C -0.967 -0.383 1.265 -0.272
O 0.047 -0.147 0.240 -0.475
H -1.730 0.594 1.463 0.099
H -0.416 -0.711 2.218 0.061
H -1.645 -1.235 0.996 0.046
H -2.146 0.882 -1.063 0.033
H -1.093 -0.061 -1.008 -0.025
O -1.973 -0.032 -1.518 -0.202
H 0.988 -1.426 -0.348 -0.022
H 1.190 -2.500 -1.469 0.069
O 1.583 -2.199 -0.574 -0.158
H -0.278 2.172 -0.015 0.070
H -0.453 3.112 -1.149 0.035
O -1.028 2.636 -0.528 -0.116
H 1.932 -0.006 0.494 -0.013
H 3.097 -0.759 0.221 0.032
O 2.891 0.062 0.776 -0.160
```

## Properties
Lowest unoccupied orbital energy   3.78 eV
Gap between HOMO and LUMO   8.373 eV
2S+1   1
HOMO energy   -4.59 eV
Total charge   -1
Energy above the lowest of the compared OMol25 structures with the same formula, charge and spin   125.2 kJ/mol


Entry 2:
Here is the molecule C5H7NO from the Open Molecules 2025 dataset. Energies are from the ωB97M-V functional and the def2-TZVPD basis.

XYZ file:
```
14
Properties=species:S:1:pos:R:3:lowdin_charge:R:1
C -1.561 -1.073 0.304 0.086
C -0.790 0.442 -0.500 -0.179
C 0.341 1.316 0.029 -0.145
O 1.190 0.652 0.962 -0.054
C 1.545 -0.616 0.626 -0.227
N 0.915 -1.423 -0.115 0.098
C -0.393 -1.048 -0.608 -0.400
H -1.138 -0.975 1.324 0.053
H -1.728 0.447 0.180 0.107
H -1.225 0.807 -1.433 0.140
H -0.030 2.205 0.547 0.130
H 0.949 1.643 -0.827 0.133
H 2.479 -0.903 1.111 0.131
H -0.554 -1.476 -1.599 0.126
```

## Properties
Lowest unoccupied orbital energy   0.79 eV
Gap between HOMO and LUMO   9.387 eV
2S+1   1
HOMO energy   -8.60 eV
Energy above the lowest of the compared OMol25 structures with the same formula, charge and spin   449.8 kJ/mol


Entry 3:
Here is the molecule C4H9NO2 at a distorted geometry from the Open Molecules 2025 dataset. Energies are from the ωB97M-V functional and the def2-TZVPD basis.

XYZ file:
```
16
Properties=species:S:1:pos:R:3:lowdin_charge:R:1
N 2.046 -0.696 -0.624 0.001
C 1.211 -0.205 0.492 -0.276
C -0.158 -0.884 0.443 -0.205
C -1.083 -0.330 -0.618 -0.129
C -1.512 1.101 -0.420 -0.500
O -0.802 2.032 -0.721 0.090
O -2.365 1.229 0.629 0.084
H 2.077 0.051 -1.316 0.065
H 3.028 -0.732 -0.371 0.059
H 1.073 0.864 0.496 0.094
H 1.656 -0.481 1.462 0.114
H -0.688 -0.701 1.407 0.119
H -0.005 -1.956 0.431 0.111
H -1.912 -1.001 -0.810 0.116
H -0.488 -0.336 -1.558 0.125
H -2.077 2.046 1.079 0.131
```

## Properties
Lowest unoccupied orbital energy   0.71 eV
Gap between HOMO and LUMO   10.415 eV
2S+1   1
HOMO energy   -9.71 eV
Structure (SMILES)   NCCCC(=O)O
Energy above the lowest of the compared OMol25 structures with the same formula, charge and spin   112.4 kJ/mol


Entry 4:
Here is a cluster of 2 separate species, C2H7N4 in total at a distorted geometry from the Open Molecules 2025 dataset. Energies are from the ωB97M-V functional and the def2-TZVPD basis.

XYZ file:
```
13
Properties=species:S:1:pos:R:3:lowdin_charge:R:1
C 1.342 1.014 -0.522 -0.318
C -0.682 -3.072 0.099 0.004
N -1.048 -0.689 0.610 0.394
N -1.076 -1.809 0.451 -0.005
N 0.925 2.067 0.110 0.087
N 2.614 0.772 -0.818 0.055
H -0.122 -3.452 1.056 0.178
H -0.126 -3.068 -0.912 0.169
H -1.604 -3.619 0.145 0.108
H 0.005 2.156 0.420 0.064
H 1.545 2.643 0.556 0.070
H 2.915 -0.011 -1.358 0.076
H 3.290 1.557 -0.788 0.118
```

## Properties
Lowest unoccupied orbital energy (spin up / spin down)   -5.55 / -5.55 eV
Gap between HOMO and LUMO (spin up / spin down)   5.989 / 5.989 eV
2S+1   1
HOMO energy (spin up / spin down)   -11.53 / -11.53 eV
Total charge   +1
Energy above the lowest of the compared OMol25 structures with the same formula, charge and spin   447.4 kJ/mol


Entry 5:
Here is a cluster of 8 separate species, C45H43BN9O17 in total from the Open Molecules 2025 dataset. Energies are from the ωB97M-V functional and the def2-TZVPD basis.

XYZ file:
```
115
Properties=species:S:1:pos:R:3:lowdin_charge:R:1
C 5.604 3.842 -2.855 -0.004
C 5.209 4.725 -4.029 -0.580
O 5.836 4.727 -5.061 0.058
O 4.202 5.566 -3.851 -0.011
C 3.118 5.248 -2.867 -0.298
N 2.324 4.221 -3.328 0.099
B 1.816 3.228 -2.538 -0.826
N 1.567 1.815 -3.034 0.118
O 1.400 3.476 -1.156 0.012
H 4.757 3.234 -2.506 0.074
H 5.953 4.469 -2.017 0.086
H 6.409 3.175 -3.191 0.079
H 3.626 5.037 -1.904 0.102
H 2.658 6.250 -2.758 0.109
H 1.805 1.134 -2.316 0.014
H 0.591 1.640 -3.244 0.003
H 1.778 2.850 -0.525 0.037
C -1.002 -2.423 0.062 -0.064
C -0.757 -1.185 -0.518 -0.050
C 0.434 -0.517 -0.260 0.018
C 1.365 -1.134 0.564 -0.129
C 1.158 -2.380 1.128 -0.002
C -0.047 -3.020 0.877 -0.063
N 2.641 -0.434 0.848 -0.324
O 2.752 0.716 0.470 0.089
O 3.497 -1.036 1.474 0.053
H -1.936 -2.935 -0.134 0.106
H -1.488 -0.711 -1.159 0.094
H 0.630 0.452 -0.697 0.098
H 1.910 -2.830 1.759 0.108
H -0.240 -3.984 1.327 0.080
C -6.420 2.130 -3.320 -0.064
C -5.798 2.357 -2.100 -0.081
C -4.447 2.106 -1.949 -0.014
C -3.738 1.648 -3.042 -0.152
C -4.330 1.387 -4.264 -0.017
C -5.692 1.625 -4.392 -0.059
N -2.275 1.505 -2.903 -0.325
O -1.793 1.784 -1.817 0.067
O -1.649 1.181 -3.893 0.081
H -7.469 2.366 -3.444 0.108
H -6.352 2.770 -1.267 0.110
H -3.932 2.303 -1.019 0.121
H -3.730 1.035 -5.091 0.121
H -6.175 1.451 -5.344 0.107
C 1.123 -10.133 1.012 -0.072
C -0.084 -9.608 1.456 -0.060
C -0.136 -8.315 1.955 0.004
C 1.035 -7.581 1.998 -0.141
C 2.251 -8.079 1.565 -0.001
C 2.285 -9.372 1.066 -0.066
N 0.980 -6.206 2.534 -0.338
O -0.095 -5.797 2.938 0.057
O 2.009 -5.557 2.541 0.080
H 1.159 -11.141 0.618 0.106
H -0.989 -10.200 1.414 0.110
H -1.062 -7.881 2.307 0.108
H 3.138 -7.464 1.620 0.120
H 3.224 -9.785 0.719 0.108
C -0.235 3.607 -5.178 -0.034
C -0.108 3.046 -6.444 -0.035
C -1.227 2.791 -7.221 -0.001
C -2.475 3.107 -6.704 -0.164
C -2.638 3.668 -5.447 -0.020
C -1.503 3.913 -4.691 -0.059
N -3.669 2.841 -7.519 -0.347
O -3.515 2.325 -8.614 0.058
O -4.758 3.144 -7.059 0.050
H 0.643 3.794 -4.559 0.067
H 0.879 2.802 -6.817 0.116
H -1.149 2.351 -8.204 0.114
H -3.631 3.897 -5.085 0.113
H -1.597 4.346 -3.701 0.063
C 5.632 0.358 3.724 -0.056
C 6.442 1.117 4.560 -0.063
C 6.796 0.640 5.813 -0.010
C 6.321 -0.602 6.199 -0.154
C 5.511 -1.378 5.387 -0.001
C 5.166 -0.884 4.138 -0.057
N 6.701 -1.122 7.527 -0.353
O 7.397 -0.418 8.236 0.064
O 6.297 -2.227 7.841 0.065
H 5.356 0.726 2.744 0.106
H 6.802 2.084 4.235 0.108
H 7.423 1.209 6.483 0.115
H 5.163 -2.340 5.734 0.117
H 4.535 -1.464 3.479 0.087
C -2.464 -4.821 7.829 -0.071
C -2.747 -6.147 8.132 -0.068
C -3.075 -7.038 7.122 -0.006
C -3.111 -6.566 5.821 -0.146
C -2.835 -5.251 5.491 0.001
C -2.509 -4.374 6.514 -0.058
N -3.439 -7.511 4.733 -0.346
O -3.667 -8.668 5.032 0.071
O -3.449 -7.073 3.598 0.066
H -2.202 -4.132 8.622 0.107
H -2.709 -6.492 9.157 0.106
H -3.298 -8.075 7.325 0.117
H -2.868 -4.934 4.459 0.120
H -2.284 -3.342 6.280 0.111
C -0.977 6.808 -0.640 -0.048
C -1.994 7.656 -0.215 -0.071
C -3.296 7.464 -0.654 -0.015
C -3.541 6.415 -1.521 -0.139
C -2.545 5.559 -1.965 -0.002
C -1.249 5.762 -1.513 -0.025
N -4.927 6.171 -1.982 -0.339
O -5.812 6.905 -1.582 0.068
O -5.085 5.222 -2.723 0.064
H 0.035 6.960 -0.287 0.113
H -1.775 8.469 0.466 0.103
H -4.106 8.104 -0.338 0.114
H -2.786 4.751 -2.640 0.080
H -0.456 5.098 -1.838 0.100
```

## Properties
Lowest unoccupied orbital energy   0.36 eV
Gap between HOMO and LUMO   4.928 eV
2S+1   1
HOMO energy   -4.57 eV
Total charge   -1


Entry 6:
Here is a structure of composition C33H33BBr2N13SSeZr from the Open Molecules 2025 dataset. Energies are from the ωB97M-V functional and the def2-TZVPD basis.

XYZ file:
```
85
Properties=species:S:1:pos:R:3:lowdin_charge:R:1
Zr 0.429 -0.427 -0.117 1.476
C 3.859 -1.074 2.725 0.004
C 3.291 -1.009 1.464 -0.161
N 1.951 -0.979 1.544 -0.121
N 1.652 -1.023 2.863 -0.008
C 2.776 -1.087 3.585 -0.032
B 0.223 -0.929 3.392 -0.484
N -0.376 0.521 3.365 0.131
C -0.021 1.366 4.485 -0.162
C -0.476 3.838 3.419 0.011
C -1.278 3.519 2.418 -0.054
N -1.665 2.123 2.327 0.128
N -0.655 -1.888 2.552 -0.006
C -1.490 -2.810 3.030 -0.008
C -2.104 -3.462 1.969 -0.001
C -1.585 -2.851 0.846 -0.197
N -0.694 -1.897 1.193 -0.160
H 4.902 -1.133 2.979 0.121
H 3.796 -0.994 0.510 0.095
H 2.734 -1.151 4.660 0.137
H 0.205 -1.293 4.530 0.141
H -0.187 0.928 5.460 0.155
H -0.182 4.870 3.567 0.137
H -1.708 4.221 1.723 0.108
H -1.594 -2.955 4.092 0.146
H -2.827 -4.256 2.017 0.120
H -1.806 -3.045 -0.193 0.084
C 1.175 -5.337 -0.551 0.027
N 0.415 -4.476 -1.462 -0.087
C -0.714 -4.876 -2.152 0.007
C -1.163 -3.818 -2.850 -0.003
N -0.299 -2.762 -2.574 0.002
C 0.678 -3.191 -1.724 -0.657
S 2.005 -2.277 -1.146 0.754
C -0.288 -1.516 -3.245 -0.270
C -0.589 -1.465 -4.594 0.047
C -0.588 -0.231 -5.225 0.013
C -0.269 0.899 -4.486 -0.005
C 0.030 0.747 -3.147 -0.139
N 0.018 -0.441 -2.517 -0.045
H 1.271 -6.322 -0.998 0.114
H 0.651 -5.411 0.401 0.107
H 2.160 -4.910 -0.398 0.077
H -1.098 -5.879 -2.080 0.152
H -2.017 -3.712 -3.495 0.141
H -0.784 -2.376 -5.142 0.136
H -0.810 -0.160 -6.281 0.137
H -0.240 1.878 -4.941 0.131
H 0.300 1.602 -2.541 0.104
Br 2.568 2.101 5.687 0.872
C 1.307 2.085 4.249 -0.697
C 0.022 2.878 4.446 -0.150
C -0.637 1.255 2.285 -0.407
N 0.254 1.288 1.230 -0.069
C 1.530 1.751 1.673 -0.216
C 1.959 2.058 2.914 -0.015
C 2.460 1.843 0.523 -0.206
C 3.633 2.581 0.537 -0.029
C 4.465 2.544 -0.570 -0.655
Br 6.049 3.517 -0.582 0.916
C 4.108 1.770 -1.677 -0.063
C 2.934 1.065 -1.617 -0.134
N 2.106 1.094 -0.550 -0.047
H -0.054 3.283 5.449 0.148
H -2.376 1.863 3.003 0.171
H 3.000 2.344 2.975 0.097
H 3.891 3.199 1.384 0.122
H 4.739 1.719 -2.551 0.124
H 2.639 0.427 -2.440 0.097
C -1.661 3.231 -1.084 -0.006
N -2.572 2.453 -1.911 -0.105
C -3.308 2.977 -2.957 -0.002
C -4.093 1.982 -3.420 0.002
N -3.830 0.865 -2.655 -0.108
C -4.507 -0.420 -2.805 -0.005
C -2.900 1.163 -1.733 -0.613
Se -2.345 -0.058 -0.401 0.819
H -2.206 4.065 -0.647 0.107
H -0.847 3.623 -1.693 0.105
H -1.261 2.588 -0.308 0.029
H -3.218 4.005 -3.260 0.145
H -4.825 1.978 -4.208 0.144
H -5.197 -0.344 -3.641 0.107
H -5.061 -0.659 -1.901 0.101
H -3.778 -1.203 -3.001 0.077
```

## Properties
Lowest unoccupied orbital energy   -8.47 eV
Gap between HOMO and LUMO   7.219 eV
2S+1   1
HOMO energy   -15.69 eV
Total charge   +3
Energy above the lowest of the compared OMol25 structures with the same formula, charge and spin   309.3 kJ/mol